[1]
{"formula": "C27H32N4O4", "method": "wB97M-V/def2-TZVPD", "elements": ["O", "H", "H", "H", "C", "C", "H", "C", "H", "H", "O", "H", "H", "H", "C", "H", "C", "H", "C", "O", "H", "H", "C", "H", "H", "H", "C", "C", "H", "C", "H", "C", "H", "N", "H", "C", "H", "O", "N", "H", "C", "C", "H", "H", "H", "H", "C", "C", "H", "H", "H", "C", "C", "C", "H", "C", "H", "C", "C", "C", "C", "C", "C", "C", "N", "N", "H"], "xyz": [[-1.63614, -1.05623, -2.67758], [7.62214, 1.38768, 0.50795], [1.90654, 1.93292, 1.04600], [1.16957, -1.37510, -0.12147], [2.05792, 0.94959, 0.59625], [-4.25906, -1.60500, -1.70649], [-0.71768, 2.36381, -2.74408], [-4.84646, -0.60117, 0.82743], [0.40214, -0.88503, -1.62932], [-8.61188, -2.83483, 0.95826], [-4.97719, -0.02970, 2.05674], [-8.17873, -2.33675, -0.69520], [-0.14444, 0.69320, -2.91875], [2.82898, -2.92055, -0.35825], [5.71878, -3.44891, 1.26764], [1.48217, 2.12731, -1.75808], [-5.41986, -1.98150, -1.06053], [4.06030, -4.69545, 0.74917], [4.49120, -3.70673, 0.69724], [6.09774, 0.10933, 0.37026], [0.92910, 4.46458, -1.57776], [-7.32327, -3.69951, 0.08515], [-0.98847, 4.91883, 1.15528], [-5.86191, -1.55371, 3.15816], [3.49296, 1.67602, -0.86671], [8.12955, -0.30772, 0.30887], [3.79392, -2.69163, 0.06462], [-5.74465, -1.48736, 0.19842], [-0.84125, 1.69159, 1.15460], [4.30270, -1.39722, -0.03012], [-0.06368, 6.29435, -0.21205], [2.56391, -0.69634, -1.62826], [2.58966, 0.05075, -2.43159], [3.65300, -0.38413, -0.72520], [-4.01892, -2.00274, -2.67969], [7.41147, 0.35873, 0.79782], [-5.71886, 0.05738, 3.90360], [-6.90015, -1.81818, 0.85639], [-1.68627, 0.92209, -1.59786], [7.51137, 0.26509, 1.88499], [-0.48764, 1.43909, -2.19937], [-2.15975, -0.31874, -1.85960], [-6.08485, -2.67165, -1.55378], [-1.44955, 5.67617, 1.77517], [7.22871, -1.99006, 1.61318], [-2.13899, 1.49258, -0.90237], [3.43296, 0.90131, -0.09337], [-0.66781, 2.70054, 0.80468], [-6.95760, -0.24076, 2.65846], [6.26921, -4.22726, 1.77351], [-3.03113, 0.44795, 0.68536], [1.19648, -0.63691, -0.92923], [0.10595, 2.91981, -0.33328], [-7.79002, -2.72367, 0.25212], [4.21229, 1.09447, 0.63849], [-0.22318, 5.25994, 0.05053], [2.72636, -1.67361, -2.08143], [-3.69218, -0.21823, 0.15277], [5.58153, -1.15654, 0.53041], [-3.38957, -0.69876, -1.11453], [0.32842, 4.23955, -0.70650], [6.25799, -2.17299, 1.18003], [-5.94230, -0.47891, 2.98132], [0.61629, 1.77019, -1.16889], [-1.20248, 3.66796, 1.52592], [0.94755, 0.65142, -0.29899], [2.03709, 0.19934, 1.39354]], "forces_ev_per_a": [[0.0, -0.2, -0.2], [0.0, -0.1, 0.0], [0.0, -0.1, 0.1], [0.0, -0.1, -0.1], [0.3, 0.1, 0.0], [0.2, 0.1, 0.0], [0.1, -0.1, 0.0], [0.1, 0.0, 0.0], [0.0, 0.0, 0.0], [0.0, 0.0, -0.1], [0.1, 0.1, -0.4], [0.0, 0.0, 0.0], [0.0, 0.1, 0.0], [-0.1, 0.0, 0.0], [-0.1, -0.1, 0.0], [-0.2, 0.0, 0.0], [-0.1, 0.0, 0.1], [0.0, -0.1, 0.0], [0.1, -0.1, 0.1], [-0.4, -0.4, -0.2], [0.1, 0.0, -0.1], [0.0, 0.0, 0.0], [0.1, 0.3, -0.1], [0.0, 0.1, 0.0], [0.1, 0.0, 0.1], [0.0, 0.0, 0.0], [0.0, 0.2, 0.0], [0.0, 0.0, 0.1], [0.1, -0.1, 0.0], [0.2, -0.1, 0.1], [0.0, 0.1, 0.0], [-0.3, -0.1, 0.1], [0.0, -0.1, 0.0], [0.1, 0.1, -0.3], [0.0, 0.0, -0.1], [0.2, 0.1, 0.1], [0.0, -0.1, 0.0], [0.4, 0.3, 0.0], [0.1, 0.2, 0.2], [0.0, 0.0, -0.1], [0.3, -0.1, -0.2], [0.0, 0.2, 0.0], [-0.1, -0.1, 0.0], [0.0, 0.1, 0.0], [0.1, 0.1, 0.0], [-0.1, -0.1, -0.1], [-0.3, 0.2, 0.4], [0.2, -0.2, -0.2], [0.1, 0.0, 0.1], [0.0, -0.1, 0.0], [0.1, 0.1, 0.1], [0.1, -0.2, -0.2], [0.1, 0.2, 0.0], [-0.2, -0.1, -0.1], [-0.1, 0.1, -0.1], [0.0, -0.1, 0.0], [0.0, 0.0, -0.1], [-0.2, -0.2, -0.1], [0.1, 0.2, 0.0], [-0.3, -0.3, 0.1], [-0.1, -0.1, 0.1], [0.1, 0.1, 0.0], [-0.3, -0.1, 0.4], [-0.1, -0.1, -0.1], [-0.3, 0.0, 0.4], [-0.1, 0.1, 0.0], [0.1, 0.1, 0.1]], "nbo_charge": [-0.64, 0.20, 0.21, 0.20, -0.24, -0.16, 0.20, 0.33, 0.24, 0.20, -0.51, 0.18, 0.24, 0.21, -0.23, 0.18, -0.29, 0.21, -0.22, -0.52, 0.21, 0.18, 0.03, 0.18, 0.18, 0.18, -0.25, 0.23, 0.21, 0.11, 0.22, -0.24, 0.19, -0.44, 0.23, -0.25, 0.19, -0.51, -0.61, 0.17, -0.23, 0.68, 0.22, 0.19, 0.21, 0.41, -0.22, 0.01, 0.18, 0.21, 0.22, -0.25, -0.07, -0.25, 0.23, -0.25, 0.22, -0.24, 0.33, -0.16, -0.17, -0.30, -0.24, -0.06, -0.41, -0.46, 0.20], "gap_ev": 7.9, "e_lumo_ev": 0.74, "smiles": "COc1ccc(C(=O)NC[C@@H](c2cccnc2)N2CCN(c3ccccc3OC)CC2)cc1OC"}

***

[2]
{"formula": "C2H8BrO2", "method": "wB97M-V/def2-TZVPD", "elements": ["O", "O", "Br", "C", "H", "H", "H", "H", "C", "H", "H", "H", "H"], "xyz": [[-1.14807, 0.21240, 2.85261], [0.63741, -1.56368, -1.55531], [-2.33228, -0.45106, -0.48571], [1.02533, -0.55642, -2.36558], [-0.59305, 1.53270, 1.42846], [0.38732, -0.51171, -3.24822], [0.43591, 1.59269, 2.89333], [-1.72563, -0.03626, 2.12722], [-0.09993, 0.94305, 2.20128], [0.87644, 0.41082, -1.88561], [0.63623, 0.25648, 1.78318], [-0.19576, -1.27485, -1.17584], [2.09602, -0.55413, -2.56982]], "forces_ev_per_a": [[0.8, 0.5, 0.5], [0.4, -1.8, 1.1], [0.1, 0.1, 0.1], [0.1, 2.1, -0.7], [0.6, 0.2, -0.3], [0.4, 0.0, -0.7], [-0.3, 0.0, 0.3], [-0.4, -0.4, -0.4], [-0.7, -0.3, 0.0], [-0.1, 0.4, 0.2], [0.0, 0.0, -0.3], [-0.9, -0.1, 0.5], [0.0, -0.6, -0.4]], "nbo_charge": [-0.76, -0.76, -0.95, -0.23, 0.19, 0.15, 0.15, 0.50, -0.25, 0.15, 0.16, 0.51, 0.15], "gap_ev": 8.3, "e_lumo_ev": 3.90, "charge": -1}

***

Relative energy (zero: lowest compared OMol25 entry of this formula, charge and spin) across the listed records, respectively: 118.3, 5.1 kcal per mole.